Record 1
11
Properties=species:S:1:pos:R:3 method="wB97M-V/def2-TZVPD" homo_lumo_gap_ev="9.010 / 7.851" e_lumo_ev="1.10 / -0.64" s_squared=2.008 energy_ev=-8768.39773 multiplicity=3 charge=0 e_above_lowest_kj_mol=396.33
C 1.55992 0.83274 0.54301
C 2.19870 0.49871 -0.48566
C -1.53156 -0.90740 0.00336
N -1.52293 0.34898 0.55571
O -1.69020 1.37796 -0.09435
O 1.32171 -0.52719 0.22390
H 1.37705 1.63999 1.18611
H 2.71254 0.51289 -1.47624
H -2.11010 -1.45806 0.74320
H -0.51553 -1.19794 -0.09845
H -1.79959 -1.12068 -1.10059


Record 2
12
Properties=species:S:1:pos:R:3 method="wB97M-V/def2-TZVPD" homo_lumo_gap_ev="7.786 / 7.787" e_lumo_ev="4.12 / 4.12" energy_ev=-18063.69529 charge=-1 e_above_lowest_kj_mol=428.21
C 2.19899 -0.52072 -0.00992
C 3.57160 0.22460 0.14295
C 0.27092 0.85543 0.61450
N 1.83226 -1.62114 -0.39587
O 4.09758 0.16228 1.24932
O 3.84945 0.67590 -0.94676
P -0.94739 -0.40874 0.52554
H 0.63831 0.99155 1.55352
H 0.18212 1.80623 -0.06864
H 0.90148 -2.01617 -0.56552
H -0.72242 -0.84193 -0.86582
H -1.93806 0.29874 -0.29868


Record 3
12
Properties=species:S:1:pos:R:3 method="wB97M-V/def2-TZVPD" homo_lumo_gap_ev=9.705 e_lumo_ev=-0.41 energy_ev=-19608.98060 charge=0 e_above_lowest_kj_mol=340.65
C -1.33788 0.10249 -0.46961
C -1.24881 1.48549 0.10300
C -1.08104 -0.96919 0.27123
N 2.70972 -1.02791 0.59352
O 1.82676 0.65615 -0.92914
O -0.34896 1.79815 0.90966
S 1.45235 -0.32901 0.06148
H -1.64418 0.05059 -1.45388
H -1.99276 2.08058 -0.34423
H -0.90976 -0.99167 1.41083
H -1.06431 -2.01427 -0.20832
H 3.63889 -0.84139 0.05545


Record 4
12
Properties=species:S:1:pos:R:3 method="wB97M-V/def2-TZVPD" homo_lumo_gap_ev=7.913 e_lumo_ev=-0.57 energy_ev=-19603.36340 charge=0 e_above_lowest_kj_mol=882.62
C 0.89871 0.62222 1.33882
C 0.69540 0.62153 -0.20847
C -1.61801 -1.12118 -2.06789
H 0.24003 0.35597 3.06796
H 1.37133 -0.59620 1.84007
H 1.67668 1.72048 1.76994
H -1.72952 -1.43807 -3.10125
H -2.25968 -1.15582 -1.26672
N -0.43643 -0.36057 -1.91794
O -0.48799 0.73235 1.94414
O -0.48825 0.24441 -0.55518
S 2.13773 0.37489 -0.84347


Record 5
12
Properties=species:S:1:pos:R:3 method="wB97M-V/def2-TZVPD" homo_lumo_gap_ev="7.465 / 7.219" e_lumo_ev="-0.49 / -0.11" energy_ev=-19606.40240 charge=0 e_above_lowest_kj_mol=589.40
C -1.48257 -0.35514 -0.42664
C -0.23624 0.04332 -0.68815
C 0.72475 0.38533 0.31248
N 1.93904 -1.26612 0.47849
O 1.69730 -2.14562 -0.26878
O 1.80622 1.18044 -0.07016
S 3.22288 0.35844 -0.23286
H -2.14838 -0.66972 -1.21153
H -1.87126 -0.37359 0.57832
H 0.12914 0.05116 -1.70884
H 0.43223 0.51279 1.34543
H 3.67555 0.43604 1.04271


Record 6
12
Properties=species:S:1:pos:R:3 method="wB97M-V/def2-TZVPD" homo_lumo_gap_ev=10.477 e_lumo_ev=0.52 energy_ev=-19610.69142 charge=0 e_above_lowest_kj_mol=175.58 smiles="O=C(NS)[C@H]1CO1"
O 1.73468 -0.83897 -0.21440
C 0.62049 -0.41914 -0.44623
N -0.12301 -0.82571 -1.48857
S -1.76810 -0.52157 -1.82591
C -0.00314 0.64957 0.51777
C 0.24286 0.31528 1.91572
O 0.99608 1.29799 1.27131
H 0.38689 -1.41803 -2.12829
H -1.57214 0.47467 -2.72855
H -0.84082 1.27604 0.25501
H 0.80866 -0.60667 2.15995
H -0.48245 0.61654 2.71218


Record 7
13
Properties=species:S:1:pos:R:3 method="wB97M-V/def2-TZVPD" homo_lumo_gap_ev=6.551 e_lumo_ev=-2.08 energy_ev=-30441.43118 charge=0 e_above_lowest_kj_mol=644.34
C 0.83408 0.77990 -0.74478
C -1.00050 0.68804 0.41125
C -1.65551 -0.57204 -0.02658
H 3.02620 -0.17944 1.41601
H 1.66423 1.15778 -1.64014
H -1.91883 1.21733 0.88595
H -0.32720 0.36423 1.12501
H -0.05280 -1.44689 0.45410
N 1.12961 -0.22573 -0.10238
O -0.32636 1.42201 -0.53253
O -0.84684 -1.63719 -0.17083
S 2.79552 -0.90126 -0.47877
S -3.32159 -0.66675 -0.59631


Record 8
13
Properties=species:S:1:pos:R:3 method="wB97M-V/def2-TZVPD" homo_lumo_gap_ev=8.308 e_lumo_ev=-0.69 energy_ev=-30441.71029 charge=0 e_above_lowest_kj_mol=617.41 smiles="S=CNOCOC=S"
S -2.89595 0.24331 -0.75815
C -2.02708 -0.31091 0.53452
N -0.70793 -0.62909 0.59418
O -0.06285 -1.29956 -0.38117
C 0.83333 -0.52619 -1.10299
O 1.95576 0.15992 -0.47662
C 1.48048 1.29147 0.16634
S 1.93692 2.18075 1.66708
H -2.40874 -0.58424 1.71936
H -0.44135 -1.14271 1.46904
H 1.36710 -1.54114 -1.68432
H 0.41163 0.43099 -1.68830
H 0.55867 1.72740 -0.05898